(1)
C6H12O | ωB97M-V with the def2-TZVPD basis set

HOMO-LUMO gap = 9.0 eV
ΔE to the lowest compared entry with this formula, charge and spin = 3.769 eV
SMILES = C=CC=C(C)C.O

Structure (XYZ):
```
19
C6H12O, DFT ωB97M-V with the def2-TZVPD basis set
C 1.42824 0.06359 1.15770
C 0.90782 -1.18686 0.52331
C -0.14966 -1.06397 -0.38438
C -0.64185 0.30196 -0.69849
C -1.91745 0.76064 -0.66081
C 1.18808 -2.33494 1.51802
H 0.57979 0.79702 1.48742
H 2.07024 -0.18746 2.02586
H 2.13812 0.45964 0.48504
H -0.64962 -1.95138 -0.68043
H 0.11763 1.03063 -0.78562
H -2.73999 0.05004 -1.09278
H -2.20952 1.64584 -0.12467
H 2.25967 -2.67861 1.37366
H 1.21966 -1.88117 2.48608
H 0.37542 -3.01740 1.31972
H -2.01978 3.28265 -2.50502
H -0.73804 2.53955 -2.49574
O -1.21876 3.37023 -2.94885
```

***

(2)
C5H6O2 | ωB97M-V with the def2-TZVPD basis set

HOMO-LUMO gap = 10.7 eV
ΔE to the lowest compared entry with this formula, charge and spin = 3.098 eV
SMILES = O=CCC#CCO

Structure (XYZ):
```
13
C5H6O2, DFT ωB97M-V with the def2-TZVPD basis set
O -2.48974 1.01655 -0.23616
C -1.81563 0.44699 0.86463
C -0.58709 -0.25561 0.50826
C 0.32910 -1.01243 0.25440
C 1.66491 -1.03542 -0.31879
C 1.80060 0.51462 -0.70958
O 2.73990 1.05886 -1.20774
H -2.61613 0.32457 -0.89761
H -2.42354 -0.29549 1.39400
H -1.61230 1.27376 1.55239
H 1.75262 -1.68547 -1.20005
H 2.44370 -1.33516 0.39541
H 0.81359 0.98422 -0.39915
```

***

(3)
C3H11N3O2 | ωB97M-V with the def2-TZVPD basis set

HOMO-LUMO gap (alpha / beta) = 7.3 / 7.9 eV
ΔE to the lowest compared entry with this formula, charge and spin = 8.763 eV

Structure (XYZ):
```
19
C3H11N3O2, DFT ωB97M-V with the def2-TZVPD basis set
C 1.44625 -0.93962 0.50606
C 1.60663 0.31215 1.32032
C 0.42572 0.98717 -2.17705
N -0.04220 -0.06950 -1.68480
H 1.54250 -1.86148 1.07341
H 2.12936 -1.00103 -0.33779
H -0.10423 1.62966 -2.88727
H 1.43786 1.28584 -1.91382
H 1.54050 1.19441 0.68743
H 2.57889 0.31818 1.82674
H 0.81555 0.37645 2.05891
N -2.23702 -0.23401 0.45467
N -1.39315 -1.16159 0.84190
O -2.61975 -0.07214 -0.73195
O -1.91723 0.97110 1.12925
H -1.06484 -0.22772 -1.83973
H -2.44365 1.64699 0.67476
H 0.00043 -1.10508 0.54302
H -1.70163 -2.04978 0.45591
```

***

(4)
C22H33N2O10P | ωB97M-V with the def2-TZVPD basis set

HOMO-LUMO gap = 7.8 eV
ΔE to the lowest compared entry with this formula, charge and spin = 0.000 eV
SMILES = C#CC1=C(COO)C(=O)C(N(C(C)=O)C(C)=O)=C(NCCC)C1=O.CCOP(=O)(OCC)OCC

Structure (XYZ):
```
68
C22H33N2O10P, DFT ωB97M-V with the def2-TZVPD basis set
C 1.56263 7.39518 -1.76551
C 2.10134 6.33348 -1.54440
C 2.52210 5.12804 -0.78166
C 3.50098 5.11929 0.14506
C 4.28386 6.39992 0.48278
O 3.88147 6.89487 1.78065
O 5.05477 7.26803 2.42814
C 3.85307 3.83375 0.93350
O 4.72234 3.96281 1.76985
C 3.10385 2.53790 0.67545
N 3.32170 1.28509 1.37059
C 2.51573 1.13253 2.56688
C 1.76303 2.28176 3.27337
O 2.39942 0.01503 3.01402
C 4.73234 0.97991 1.60561
C 5.51760 0.15645 0.53879
O 5.32767 1.29272 2.59875
C 2.10922 2.53624 -0.26363
N 1.31215 1.42921 -0.56814
C 1.55251 0.86270 -1.91254
C 0.18160 0.48573 -2.61702
C -1.06335 0.57333 -1.68738
C 1.79126 3.81706 -1.07725
O 0.99069 3.79900 -1.98222
H 1.25122 8.34768 -2.18594
H 5.36524 6.16496 0.54514
H 4.16240 7.19544 -0.27735
H 5.33841 6.54143 3.01399
H 0.83025 1.83293 3.68180
H 2.34578 2.64531 4.14482
H 1.43689 3.09663 2.59722
H 6.01809 -0.64840 1.12313
H 4.84901 -0.33798 -0.19066
H 6.32382 0.76239 0.08330
H 1.32310 0.72995 0.16654
H 2.09983 1.59886 -2.52742
H 2.14056 -0.08562 -1.88245
H 0.24489 -0.56799 -2.97736
H 0.02462 1.10612 -3.52811
H -0.91028 0.18075 -0.66343
H -1.50013 1.59308 -1.63295
H -1.86413 -0.06073 -2.14136
O -3.91968 -6.25488 -0.41062
P -3.61238 -4.79019 -0.55454
O -5.11139 -4.13665 -0.28041
C -5.93577 -4.59729 0.78601
C -5.79939 -3.72641 2.02087
O -3.55046 -4.69440 -2.19126
C -3.39608 -5.86809 -2.98667
C -4.74488 -6.42810 -3.39649
O -2.91033 -3.28090 -0.56061
C -2.83272 -2.47588 0.60467
C -2.06679 -3.13601 1.73375
H -5.72291 -5.63757 1.03887
H -6.96690 -4.55448 0.42911
H -4.79221 -3.79232 2.43827
H -6.50203 -4.04471 2.79394
H -6.00145 -2.68015 1.78497
H -2.79396 -6.61334 -2.46690
H -2.83663 -5.57957 -3.87934
H -5.42520 -6.52329 -2.54990
H -4.62979 -7.40615 -3.86712
H -5.22921 -5.75546 -4.10775
H -3.83129 -2.16577 0.91481
H -2.31230 -1.56054 0.31695
H -2.45115 -4.13761 1.95073
H -2.12893 -2.53040 2.63935
H -1.01374 -3.24467 1.46672
```

***

(5)
C22H55N3O3P | ωB97M-V with the def2-TZVPD basis set

Total charge = +1
HOMO-LUMO gap = 9.0 eV

Structure (XYZ):
```
84
C22H55N3O3P, DFT ωB97M-V with the def2-TZVPD basis set
C -1.31669 -1.21255 3.54980
C -2.32951 -1.53560 2.45276
C -2.25772 -0.51605 1.30266
C -1.41362 -1.06552 0.14429
C -1.66363 -0.36801 -1.20254
P -0.67841 1.12015 -1.49176
C -0.62762 1.42900 -3.28433
C 1.02175 1.04633 -0.85752
C 2.00989 0.22604 -1.70085
C 2.06918 -1.27024 -1.38548
C 2.39107 -1.60043 0.05956
C 2.16548 -3.08879 0.46744
N 1.09654 -3.82223 -0.20159
C -1.49864 2.62953 -0.77999
O -1.71356 2.57848 0.58956
C -0.60632 2.92282 1.42906
C -1.06802 3.71616 2.64129
H -1.50501 -1.78412 4.44830
H -1.33081 -0.15495 3.78805
H -0.31546 -1.43454 3.18550
H -2.14100 -2.54053 2.09208
H -3.32181 -1.54387 2.88926
H -1.73861 0.35333 1.68355
H -3.24020 -0.23165 0.94736
H -1.67202 -2.10953 0.00818
H -0.36910 -0.99743 0.41945
H -2.72106 -0.14969 -1.32850
H -1.38813 -1.05705 -1.99845
H -1.39932 2.14767 -3.52728
H 0.33390 1.86708 -3.51973
H -0.77941 0.49970 -3.81313
H 1.34977 2.08149 -0.83477
H 0.97117 0.72701 0.17578
H 1.76606 0.35669 -2.75090
H 2.98870 0.66728 -1.55239
H 2.87832 -1.67226 -1.98878
H 1.16157 -1.74871 -1.74990
H 1.86266 -0.97963 0.77933
H 3.44503 -1.40251 0.22031
H 1.92738 -3.07745 1.52617
H 3.10595 -3.61556 0.37246
H 1.42629 -4.27691 -1.04260
H 0.31062 -3.22963 -0.41938
H -2.47877 2.66387 -1.25124
H -0.92064 3.49445 -1.11428
H 0.15140 3.47021 0.87441
H -0.12934 2.00125 1.76296
H -2.14453 3.70546 2.74369
H -0.63295 3.27254 3.52909
H -0.68398 4.72605 2.59268
C 6.54402 -1.27383 0.53118
C 6.31801 -1.22639 2.03919
C 7.53193 -1.67890 2.86302
O 7.72328 -3.07757 2.90183
C 8.43757 -3.62831 1.80908
N 5.11205 -1.99678 2.36771
H 6.51959 -2.29349 0.14655
H 5.76149 -0.71493 0.01463
H 7.50391 -0.83095 0.26144
H 6.12780 -0.18250 2.30662
H 7.36504 -1.38020 3.90129
H 8.44805 -1.17583 2.52825
H 9.21700 -2.94760 1.45575
H 7.77075 -3.88362 0.98167
H 8.90928 -4.54650 2.15573
H 4.90671 -1.88261 3.35665
H 5.35034 -2.98218 2.27921
C -7.69590 2.99272 -2.90654
C -6.96398 1.74123 -3.37870
C -6.46018 0.84893 -2.23543
O -5.29346 1.32755 -1.57991
C -5.52239 2.29568 -0.57017
N -5.88863 2.13453 -4.29545
H -7.00946 3.74872 -2.52460
H -8.23892 3.44351 -3.73570
H -8.41621 2.75636 -2.12132
H -7.67844 1.14159 -3.94887
H -6.17790 -0.11881 -2.65854
H -7.25180 0.65876 -1.50123
H -6.45578 2.11965 -0.03093
H -5.53034 3.30348 -0.99234
H -4.69530 2.23590 0.14043
H -5.46804 1.30187 -4.69993
H -5.14696 2.55336 -3.74017
```

***

(6)
C28H25CdClNP | ωB97M-V with the def2-TZVPD basis set

Total charge = -2
HOMO-LUMO gap = 4.6 eV
ΔE to the lowest compared entry with this formula, charge and spin = 0.000 eV

Structure (XYZ):
```
57
C28H25CdClNP, DFT ωB97M-V with the def2-TZVPD basis set
C 0.56524 -0.32731 -3.45429
C -0.07757 -1.51862 -3.90248
C 0.53664 -2.61201 -3.22924
H -0.91166 -1.56541 -4.59763
C 1.53841 -2.09135 -2.35991
C 1.54940 -0.67761 -2.48944
H 2.19875 0.00946 -1.95761
H 0.36066 0.67939 -3.80151
H 0.30532 -3.66162 -3.38283
H 2.20266 -2.68624 -1.74603
Cd -2.11729 -1.44838 -1.12662
Cl -3.18843 0.34500 -2.34543
C -3.76627 -2.97167 -0.61736
C -2.57221 -3.68228 -0.23610
C -1.84635 -3.99947 -1.42609
H -2.34869 -4.03465 0.77396
C -2.58495 -3.51338 -2.54842
C -3.76072 -2.85482 -2.06152
H -4.54858 -2.43806 -2.69089
H -4.59238 -2.73005 0.04775
H -0.97823 -4.66297 -1.48760
H -2.39496 -3.75544 -3.59849
N -0.58908 -0.84766 0.19148
P 0.03478 0.42581 0.81950
C 1.73099 -0.03524 1.25959
C 2.08132 -1.37573 1.05188
C 3.37790 -1.81738 1.33296
C 4.30913 -0.91794 1.88582
C 3.94741 0.41928 2.10879
C 2.66662 0.87096 1.76718
C 0.26232 1.97778 -0.09220
C 0.72101 3.14736 0.54080
C 1.06964 4.26234 -0.22558
C 0.91259 4.23233 -1.61277
C 0.31692 3.12139 -2.22103
C -0.08971 2.03464 -1.44497
C -0.67474 1.12087 2.33773
C -0.07921 0.94746 3.58982
C -0.58142 1.65061 4.68772
C -1.74168 2.42051 4.55221
C -2.43393 2.44326 3.33375
C -1.91179 1.77381 2.22883
H 1.32502 -2.05937 0.65923
H 3.63111 -2.86419 1.14405
H 5.31513 -1.26214 2.15207
H 4.65664 1.12436 2.55237
H 2.39022 1.91202 1.92707
H 0.77484 3.19822 1.63204
H 1.46789 5.14916 0.26688
H 1.22750 5.08409 -2.21990
H 0.15318 3.10031 -3.30083
H -0.70113 1.23385 -1.87101
H 0.80079 0.31343 3.68857
H -0.04089 1.61598 5.63575
H -2.12299 2.99137 5.39827
H -3.35658 3.01121 3.21867
H -2.41862 1.79474 1.26303
```